{"formula": "C38H54Cl2IrN6O7PS3", "method": "ωB97M-V/def2-TZVPD", "species": ["Ir", "Cl", "Cl", "S", "S", "S", "P", "O", "O", "O", "O", "O", "O", "O", "N", "N", "N", "N", "N", "N", "C", "C", "C", "C", "C", "C", "C", "C", "C", "C", "C", "C", "C", "C", "C", "C", "C", "C", "C", "C", "C", "C", "C", "C", "C", "C", "C", "C", "C", "C", "C", "C", "C", "C", "C", "C", "C", "C", "H", "H", "H", "H", "H", "H", "H", "H", "H", "H", "H", "H", "H", "H", "H", "H", "H", "H", "H", "H", "H", "H", "H", "H", "H", "H", "H", "H", "H", "H", "H", "H", "H", "H", "H", "H", "H", "H", "H", "H", "H", "H", "H", "H", "H", "H", "H", "H", "H", "H", "H", "H", "H", "H"], "coordinates": [[-1.0758, 0.9625, -0.2297], [-0.7608, 2.9094, -4.4353], [-3.1679, 3.2933, 0.3566], [2.2435, 0.8560, 1.3475], [-0.1957, -1.7359, 2.1073], [-0.1193, 3.1025, 1.5547], [3.1330, 0.1171, -1.2038], [-0.7909, 4.3417, 1.8921], [1.0677, 0.4259, 0.5968], [-0.9301, 1.9096, 1.8582], [3.0387, -0.2888, 1.7636], [0.4255, 3.0744, 0.2099], [-1.8856, -2.8646, -5.9183], [3.0706, 1.8444, 0.6456], [-0.1068, -1.4946, -5.6864], [-2.3711, -3.2465, 2.3693], [-1.0770, -1.0176, -1.6001], [-1.5495, 1.9618, -1.7822], [-0.2834, -4.2390, 2.8047], [-3.2628, 0.1373, 0.2458], [-3.2432, 5.2048, -1.5223], [-5.3824, -0.6046, -0.0045], [-1.1905, -2.1691, -5.1889], [-2.1749, 5.0297, -3.6636], [2.7827, 1.5583, 3.9057], [-2.1272, -3.1245, -3.1077], [2.2228, 1.3127, -2.3193], [1.9399, 1.8021, 2.8345], [-1.7227, 3.7806, -3.3190], [5.4187, 0.1968, -3.0038], [2.8179, 2.4444, 4.9710], [2.8842, -2.2978, -2.8486], [-1.6909, -2.0686, -1.0118], [-2.9452, 5.7541, -2.7626], [-4.1344, 0.0620, -2.1255], [-2.2791, -3.0903, -1.7396], [-0.9662, -1.0318, -2.9265], [-1.4021, -2.0787, -3.7332], [1.1566, 2.9321, 2.8101], [5.7150, 0.9722, -0.6419], [-0.6256, -5.6333, 2.6089], [-3.7859, -0.1016, 1.4773], [2.1205, 0.9423, -3.7975], [-0.3922, -6.4415, 3.8880], [-2.8047, 3.9455, -1.1823], [-5.0970, -0.5773, 1.3528], [2.5746, -2.4805, -0.3967], [-3.2258, -3.9500, 3.3112], [-3.1041, 0.1963, 2.7619], [2.7376, 2.7357, -2.1553], [-3.9794, -2.9571, 4.1942], [-1.0166, -3.1462, 2.4570], [2.3937, -1.5657, -1.6038], [-1.9903, 3.1527, -2.0643], [2.0201, 3.5803, 4.9575], [1.1762, 3.8099, 3.8814], [-4.2322, -0.1495, -0.6571], [4.9836, -0.0026, -1.5589], [-0.7138, -7.4713, 3.7477], [-3.2738, -2.2829, 4.6765], [1.4269, 1.6337, -4.2767], [-2.7989, -2.3913, 2.0271], [-0.9510, -6.0136, 4.7174], [2.0817, 3.4179, -2.6929], [5.5340, 1.9991, -0.9457], [4.9366, -0.5105, -3.6713], [2.2161, -3.1358, -3.0477], [-1.9091, 5.4415, -4.6254], [6.4994, 0.0645, -3.0835], [0.7057, -4.0281, 2.7705], [-4.1520, -0.8941, -2.6519], [-2.1440, -0.3160, 2.8426], [0.5241, 4.6686, 3.8383], [3.5984, -2.8488, -0.3403], [-3.2175, 0.5903, -2.3697], [-3.8093, 5.7650, -0.7954], [-2.8394, -3.8605, -1.2290], [3.8844, -2.6925, -2.6845], [-5.7651, -0.8228, 2.1599], [-4.9870, 0.6569, -2.4559], [2.9046, -1.6779, -3.7370], [5.1868, 1.2052, -3.3324], [1.7389, -0.0662, -3.9213], [1.3285, -1.3339, -1.6979], [-6.3020, -0.8976, -0.4799], [1.2094, 1.2761, -1.8891], [0.0012, -6.0396, 1.8059], [3.4762, 2.2550, 5.8075], [5.3477, 0.8679, 0.3745], [-0.0545, -1.4338, -6.6899], [-3.3062, 6.7373, -3.0238], [2.7135, 2.9957, -1.1018], [3.0749, 1.0228, -4.3132], [-3.7479, -0.0831, 3.5957], [-3.9444, -4.5690, 2.7553], [2.3611, -1.9414, 0.5214], [0.6638, -6.4325, 4.1514], [-1.7055, -2.0709, 0.0632], [-4.6582, -2.3592, 3.5902], [-4.5520, -3.4827, 4.9567], [3.7526, 2.8487, -2.5365], [-2.5269, -3.9228, -3.7133], [2.0654, 4.2860, 5.7777], [-2.6133, -4.6017, 3.9355], [1.9027, -3.3338, -0.4696], [-0.5251, -0.1482, -3.3650], [3.3959, 0.6701, 3.8743], [-2.8736, 1.2584, 2.8312], [0.3123, -0.7477, -5.1599], [-1.6654, -5.7082, 2.2851], [5.2320, -1.0229, -1.2418], [6.7896, 0.7902, -0.6620]], "forces_ev_per_a": [[-2.047, -1.726, 2.014], [0.195, -0.181, -0.450], [-0.651, 0.329, -0.108], [3.883, 0.148, -0.359], [0.048, -0.017, -0.123], [0.750, 3.076, 1.254], [0.349, -1.462, -0.505], [0.226, -0.397, -0.056], [-2.247, -0.004, -0.029], [-0.964, -1.440, -1.814], [-0.679, 0.113, 0.902], [-0.088, -0.369, -0.221], [0.148, 0.158, 0.501], [-0.979, 0.924, 1.471], [-0.404, 0.059, 0.139], [0.107, 0.091, -0.218], [-0.889, 0.180, 0.433], [1.143, -1.812, -0.343], [-0.087, 0.066, 0.105], [2.061, 0.813, -0.589], [-0.144, 0.074, 0.104], [0.749, 0.239, -0.973], [0.338, 0.015, -1.249], [-0.021, 0.048, 0.041], [-0.079, -0.157, 0.101], [0.655, 0.974, -0.412], [0.603, -0.608, -0.404], [0.045, -0.373, -0.257], [-0.012, -0.324, 0.033], [0.243, -0.227, 0.147], [-0.072, 0.070, -0.035], [-0.416, -0.040, -0.004], [0.213, 0.595, -0.347], [0.035, -0.167, 0.096], [0.167, -0.047, 0.058], [0.172, -0.154, -0.024], [0.131, 0.010, -0.389], [-0.760, -0.809, 1.363], [-0.676, -0.010, -0.051], [-0.123, -0.213, 0.149], [-0.069, -0.228, 0.187], [-0.559, -0.381, 1.087], [-0.261, 0.296, 0.082], [-0.146, 0.113, -0.320], [0.417, -0.040, -0.003], [0.962, 0.225, 0.524], [-0.196, 0.354, 0.131], [-0.266, -0.184, 0.186], [0.287, 0.304, 0.061], [-0.198, -0.049, 0.249], [0.161, -0.166, -0.110], [0.234, 0.066, -0.073], [0.679, 0.389, -0.653], [-1.077, 1.434, 0.884], [0.116, -0.063, -0.067], [-0.087, 0.236, -0.183], [-1.109, -0.258, -0.592], [-0.690, 0.197, -0.638], [0.048, -0.135, 0.013], [0.015, 0.020, 0.082], [0.014, 0.011, -0.187], [0.058, 0.093, 0.022], [-0.044, 0.035, 0.072], [-0.048, 0.169, -0.166], [-0.034, 0.205, -0.040], [-0.050, -0.064, -0.154], [0.016, -0.330, -0.157], [0.007, -0.021, -0.066], [0.187, 0.007, -0.144], [-0.133, 0.055, 0.067], [0.031, 0.012, -0.205], [-0.044, 0.015, 0.158], [-0.047, 0.075, 0.068], [0.161, -0.054, -0.005], [-0.016, 0.032, -0.208], [-0.114, 0.036, 0.060], [0.078, -0.003, 0.117], [0.160, -0.045, -0.008], [0.014, 0.018, 0.214], [0.060, 0.006, -0.174], [0.044, 0.074, -0.174], [-0.048, 0.170, -0.103], [0.021, -0.198, -0.056], [0.098, -0.012, 0.000], [-0.089, -0.002, -0.147], [0.125, 0.002, -0.042], [-0.133, 0.012, -0.001], [0.039, -0.031, 0.045], [0.055, 0.049, 0.127], [-0.005, -0.011, 0.015], [0.006, 0.074, 0.011], [0.108, 0.175, -0.042], [0.115, -0.083, 0.009], [-0.005, 0.008, -0.014], [0.160, -0.008, 0.158], [-0.024, -0.157, 0.061], [0.054, -0.029, 0.046], [-0.073, 0.189, 0.131], [-0.049, 0.046, -0.021], [-0.062, -0.028, 0.042], [0.084, -0.001, -0.071], [-0.062, -0.020, -0.097], [-0.073, -0.011, -0.008], [-0.040, 0.007, -0.093], [-0.083, -0.281, -0.042], [0.058, 0.242, 0.062], [0.062, -0.012, 0.013], [-0.080, 0.033, 0.175], [0.157, -0.013, 0.020], [0.140, 0.014, -0.009], [-0.110, -0.005, -0.004], [0.175, -0.020, -0.052]], "lowdin_spin": [0.065, 0.030, 0.033, 0.001, 0.002, 0.002, 0.000, 0.003, 0.022, 0.020, 0.005, -0.005, 0.000, 0.000, 0.000, 0.000, -0.039, 0.481, 0.000, -0.016, -0.018, 0.000, 0.000, -0.017, 0.000, 0.001, 0.000, 0.000, 0.121, 0.000, 0.000, 0.000, -0.001, 0.144, 0.006, -0.001, -0.004, -0.001, 0.000, 0.000, 0.000, 0.001, 0.000, 0.000, 0.126, 0.000, 0.000, 0.000, 0.000, 0.000, 0.000, 0.000, 0.000, 0.033, 0.000, 0.000, -0.002, 0.000, 0.000, 0.000, 0.000, 0.000, 0.000, 0.000, 0.000, 0.000, 0.000, -0.004, 0.000, 0.000, 0.000, 0.000, 0.000, 0.000, 0.003, -0.004, 0.000, 0.000, 0.000, 0.000, 0.000, 0.000, 0.000, 0.000, 0.000, 0.001, 0.000, 0.000, 0.000, 0.000, 0.010, 0.000, 0.000, 0.000, 0.000, 0.000, 0.000, 0.000, 0.000, 0.000, 0.000, 0.000, 0.000, 0.000, 0.000, -0.001, 0.000, 0.000, 0.000, 0.000, 0.000, 0.000], "spin_multiplicity": 2, "max_force_ev_per_a": 3.902, "relative_energy_ev": 1.8619, "homo_lumo_gap_ev": [4.6, 4.2], "total_charge": -1}